Entry 1:
This record from OMol25 describes a single C3H4 molecule at a distorted geometry. The level of theory is ωB97M-V with the def2-TZVPD basis set.

The geometry in XYZ format:
```
7
Properties=species:S:1:pos:R:3:forces:R:3
C -1.72789 0.00602 -0.04000 -1.7494 -0.0795 0.3806
C -0.54834 -0.04971 -0.12805 3.9384 0.2936 0.9054
C 1.00356 0.00656 -0.00260 -2.2904 0.3101 -1.7450
H -2.76851 0.01946 0.19761 0.0993 0.0106 -0.3632
H 1.36691 -0.73696 -0.72938 0.2645 0.5836 0.1222
H 1.31166 1.05821 -0.26257 -0.0505 -1.2613 0.2747
H 1.36261 -0.30359 0.96498 -0.2119 0.1429 0.4254
```
Positions in Å, forces in eV/Å.

Calculated values
- E_LUMO: 1.10 eV
- Structure (SMILES): C#CC
- Relative energy (zero: lowest compared OMol25 entry of this formula, charge and spin): 0.251 eV
- Charge: 0
- Gap between HOMO and LUMO: 11.262 eV
- 2S+1: 1



Entry 2:
This record from OMol25 describes 17 unconnected molecules or ions with the total composition C3H41NO17 at a distorted geometry. The level of theory is ωB97M-V with the def2-TZVPD basis set.

The geometry in XYZ format:
```
62
Properties=species:S:1:pos:R:3:forces:R:3
C 1.42772 -0.39532 1.96547 -1.1049 -1.7573 -1.7244
O 0.43531 -1.36502 2.28308 0.1073 -0.7454 1.2811
C 2.11323 -0.90504 0.65211 -0.4975 0.6959 0.2156
C 3.58707 -0.54556 0.65232 0.3893 -0.7602 -0.0542
N 1.35983 -0.25376 -0.43090 0.0312 -0.5265 0.3818
H 2.14018 -0.29911 2.77464 -0.3709 0.0167 0.2716
H 0.85045 0.50109 1.71430 0.6106 -0.5003 0.5751
H -0.41490 -1.20291 1.85147 0.5765 0.6354 -0.3303
H 1.88744 -1.97270 0.59001 0.4272 -0.0318 0.1564
H 3.59388 0.50466 0.95753 0.7063 -0.0556 -0.2519
H 4.22569 -1.17474 1.28162 -0.4627 0.2346 0.8201
H 4.12058 -0.72985 -0.28342 -0.5844 0.6294 -0.3228
H 1.71628 -0.52135 -1.33939 0.0505 0.5130 -0.1019
H 1.38763 0.74607 -0.22707 0.0940 -0.2450 -0.9535
H -1.47281 -1.34278 -2.78396 0.5933 -0.3799 0.3966
H -0.81887 -1.05980 -1.35637 0.1305 0.0555 -0.0804
O -1.61817 -0.98478 -1.89131 -0.3411 0.7861 -0.4949
H -0.58294 0.50723 -3.00756 -0.1010 0.1573 0.0984
H -0.06015 1.74021 -3.86382 0.2479 -0.6611 0.1400
O 0.17882 0.88589 -3.46940 0.3226 -0.1563 -0.1615
H 0.72447 2.86427 0.42644 -0.0663 0.1174 -0.0096
H 1.02512 1.85713 1.51671 0.1739 0.8566 -0.0775
O 1.45948 2.44389 0.87968 0.7044 0.0446 -0.3721
H -0.19573 -2.20462 -4.67591 0.0023 0.2054 -0.0039
H -0.32892 -3.20070 -3.56770 -0.0665 0.0501 0.1662
O -0.78698 -2.44783 -3.95690 -0.0081 -0.3902 -0.4992
H -3.68863 -1.23631 -1.50485 0.0409 0.5284 -0.3656
H -3.14918 -2.26232 -0.65249 0.2875 -0.1324 0.4843
O -3.83784 -1.58671 -0.63184 -0.6094 -0.4068 0.4489
H -4.52666 1.33967 0.83934 -0.1271 -0.1028 -0.0041
H -4.51414 0.11713 1.79784 -0.2379 0.0353 -0.3535
O -4.13598 0.99032 1.64807 0.3306 -0.0842 0.3941
H -1.27844 1.22902 1.05205 0.0198 0.1013 -0.0586
H -2.19463 0.02979 1.26041 -0.2567 0.1605 -0.5218
O -1.32989 0.27409 0.89443 -0.3503 0.1346 0.4575
H -0.84266 -3.57553 3.46397 0.3151 0.0472 0.0432
H 0.18275 -3.64266 2.31777 0.0413 0.2637 0.2899
O -0.59064 -4.08305 2.68586 -0.3506 -0.2336 0.1720
H 3.57519 0.88174 3.18904 0.1776 0.0776 -0.1522
H 3.24264 2.25517 2.55802 -0.0024 -0.1138 -0.0963
O 3.33344 1.78685 3.39434 -0.0407 0.2899 0.2913
H -0.41936 -3.09343 -0.06798 0.4591 0.2737 0.8181
H -1.54727 -3.18101 1.12781 1.0268 -0.2277 0.6450
O -1.31476 -3.25021 0.20778 -1.6133 -0.1491 -1.8307
H -2.90087 1.50709 -0.37157 0.2502 -0.1665 -0.1729
H -3.72080 1.32783 -1.62841 0.1136 -0.0462 -0.0873
O -3.23135 1.99384 -1.13532 -0.2572 0.1028 0.1099
H -1.04986 3.04087 -3.79697 -0.3676 0.1232 0.7426
H 0.27789 3.48620 -3.01577 -0.4485 -0.3673 0.2617
O -0.28899 3.61770 -3.77781 0.4075 0.8371 -0.9283
H -2.64559 0.84749 3.91731 -0.0632 0.3461 0.2517
H -1.49047 0.71408 2.99535 0.3320 -0.0884 0.1520
O -1.70943 1.07515 3.86515 -0.1224 -0.2476 -0.2648
H -0.09587 3.84820 2.18789 -0.0083 -0.0141 0.0905
H -0.79311 2.73632 2.99597 -0.3164 0.0574 0.1756
O -0.72277 3.12219 2.11171 -0.3470 -0.0291 0.1156
H 2.72083 -2.32362 -3.01825 0.2824 0.2844 0.0394
H 2.16108 -1.26100 -4.03139 0.1725 0.0921 0.3170
O 2.12316 -2.18105 -3.75127 -0.3878 -0.3194 -0.3205
H 5.09379 1.77639 -0.65238 0.4177 -0.0893 0.0044
H 3.94744 1.44429 -1.51385 0.0033 -0.2392 -0.3058
O 4.89099 1.25038 -1.43432 -0.3358 0.5141 0.0933
```
Positions in Å, forces in eV/Å.

Calculated values
- E_LUMO: -0.10 eV
- Relative energy (zero: lowest compared OMol25 entry of this formula, charge and spin): 2.475 eV
- Charge: 0
- Gap between HOMO and LUMO: 9.513 eV
- 2S+1: 1



Entry 3:
This record from OMol25 describes a molecular structure, C3H4Ag5Br2O3 at a distorted geometry. The level of theory is ωB97M-V with the def2-TZVPD basis set.

The geometry in XYZ format:
```
17
Properties=species:S:1:pos:R:3:forces:R:3
Ag 5.80917 -7.23350 24.59085 -1.1587 1.0264 -0.2725
Ag 10.74337 -7.76502 24.89111 0.0381 0.6009 -0.6837
Ag 9.70262 -4.31381 25.16019 -0.2273 0.2039 -0.2119
Ag 8.07965 -6.89146 27.19774 -0.4452 0.6113 -0.2621
Ag 8.36764 -8.49317 22.39116 -0.2921 0.6306 -0.7799
C 8.13852 -5.93492 23.65589 -1.2167 -2.8774 2.9162
O 7.65943 -5.65010 24.78188 -0.1990 3.1358 5.5213
O 9.32220 -6.22038 23.56279 7.1459 -0.2154 -0.3919
O 7.33131 -6.42382 22.92104 -4.0229 -2.5388 -5.8382
Br 5.48487 -2.21814 21.27140 0.2642 0.2756 -0.1738
C 4.31950 -2.73547 22.70648 -0.2964 -1.0862 0.0222
C 4.94426 -4.06573 23.21349 0.2810 1.4230 -0.1326
Br 3.91829 -4.89068 24.68333 0.2982 -0.7568 -0.2293
H 3.35527 -2.95043 22.24589 0.0450 0.0428 0.0829
H 4.18860 -1.89763 23.39130 0.3482 -0.3690 0.2029
H 5.92294 -3.92201 23.67136 -0.1442 0.2142 -0.1401
H 5.06854 -4.71821 22.34925 -0.4181 -0.3208 0.3705
```
Positions in Å, forces in eV/Å.

Calculated values
- E_LUMO: -13.97 eV
- Relative energy (zero: lowest compared OMol25 entry of this formula, charge and spin): 1.271 eV
- Charge: +3
- Gap between HOMO and LUMO: 2.927 eV
- 2S+1: 1